[1]
Entry from the OMol25 dataset: a cluster of 3 separate species, C29H53BN2O2S2 in total in a non-equilibrium geometry (ωB97M-V/def2-TZVPD).

The geometry in XYZ format:
```
89
Properties=species:S:1:pos:R:3:forces:R:3
C 1.485804 4.332616 3.528619 0.54 -0.91 -0.72
C 0.805904 2.890187 3.046650 -1.70 -2.22 0.13
C -0.223264 2.184253 4.149702 0.36 -2.13 -3.86
C -0.981259 0.749046 3.782065 2.65 1.43 -2.95
C -0.656719 0.027267 2.334666 1.83 3.83 1.09
C 0.379441 0.766482 1.253797 -0.93 1.21 2.96
C 1.132159 2.213739 1.552598 -2.82 -1.96 2.98
C 2.116668 2.976539 0.484396 -1.34 0.06 -0.01
B 3.628937 2.342117 0.355534 0.46 -1.06 0.97
S 5.010211 3.397364 -0.393831 0.09 0.46 0.76
C 4.041897 0.784700 0.814914 -0.73 0.83 0.17
C 3.332073 -0.203061 -0.302094 -0.23 0.61 0.03
C 4.314241 -0.587111 -1.573520 -1.04 -0.27 1.44
S 3.441114 -0.039970 -3.174427 0.15 0.04 0.14
H 1.122099 5.230060 2.851809 0.57 -1.88 1.47
H 1.294730 4.559973 4.680670 0.30 -0.63 -2.67
H 2.658777 4.226200 3.341790 -2.51 0.33 0.56
H -0.460959 2.707864 5.187736 0.68 -1.18 -2.55
H -1.749454 0.217129 4.518694 1.96 1.42 -1.68
H -1.146732 -1.016233 2.041712 1.18 2.60 0.72
H 0.517150 0.178110 0.226919 -0.22 1.63 2.47
H 2.179570 4.125326 0.767588 -0.17 -2.43 -0.59
H 1.589352 2.933189 -0.585842 1.04 0.14 2.17
H 6.019039 3.436272 0.586346 -1.21 -0.70 -0.89
H 3.517578 0.591077 1.856513 1.28 0.18 -1.99
H 5.209518 0.706449 0.856301 -2.29 -0.26 0.04
H 2.439306 0.433414 -0.773571 1.77 -1.71 1.22
H 2.904551 -1.145648 0.266448 0.87 1.87 -1.45
H 5.338424 -0.017939 -1.453549 -2.12 -1.22 -0.58
H 4.425410 -1.755069 -1.626167 0.08 2.44 0.07
H 2.092562 0.272350 -2.923305 1.51 -0.60 0.57
C -3.780390 -5.655241 7.109860 0.06 -0.11 -0.15
C -3.458447 -4.143179 7.252334 -1.25 -1.27 1.04
C -4.533638 -3.294426 6.524218 0.25 0.24 -0.17
C -4.399422 -3.311877 5.006486 0.05 0.00 -0.05
C -2.985134 -2.921035 4.581270 -0.13 0.05 0.34
C -1.888038 -3.779831 5.262951 0.92 -0.76 -1.65
N -2.067414 -3.873642 6.755093 0.02 4.94 0.89
O -1.658491 -2.644560 7.303729 -0.71 -3.45 -1.22
C -1.880122 -5.196620 4.624236 -0.25 -0.23 0.05
C -0.484932 -3.212143 4.866531 -0.27 0.47 0.72
C -3.620774 -3.901630 8.790876 0.60 0.55 -0.27
H -3.877295 -5.999582 6.085764 0.11 0.04 -0.08
H -3.012809 -6.264667 7.604573 -0.09 0.20 -0.14
H -4.738504 -5.895999 7.583429 0.16 0.26 0.05
H -4.473704 -2.249742 6.860060 0.19 -0.19 0.08
H -5.538230 -3.640930 6.795686 0.26 -0.12 0.17
H -4.661047 -4.300036 4.614769 0.05 0.03 0.00
H -5.117207 -2.608724 4.567089 0.08 -0.12 0.06
H -2.906108 -3.002614 3.489671 0.24 -0.12 0.19
H -2.827961 -1.860378 4.818692 0.10 -0.17 0.13
H -1.288084 -5.899977 5.221061 -0.14 0.15 -0.02
H -1.438988 -5.177851 3.620670 0.02 0.27 0.26
H -2.875326 -5.615580 4.475345 0.05 0.01 0.17
H -0.359637 -2.157425 5.142129 -0.10 -0.31 0.13
H -0.331949 -3.260227 3.781338 -0.32 -0.17 0.21
H 0.318847 -3.788560 5.336474 -0.16 0.06 0.02
H -2.874498 -4.465833 9.362656 -0.06 0.12 -0.18
H -4.610145 -4.227247 9.134887 0.16 -0.08 -0.39
H -3.536668 -2.843246 9.066309 0.17 -0.24 -0.21
C 2.664819 2.479006 -6.494873 0.06 0.01 -0.16
C 1.173170 2.393980 -6.072939 1.78 -0.32 1.00
C 0.674529 0.927337 -6.155937 -0.33 0.09 -0.16
C 0.432589 0.445254 -7.581030 -0.01 0.03 -0.06
C -0.494261 1.402210 -8.328667 0.01 -0.01 0.37
C -0.000627 2.872313 -8.297629 0.15 0.33 -1.99
N 0.356684 3.335882 -6.910222 -4.45 -1.01 2.11
O -0.848746 3.567706 -6.223157 3.27 -0.12 -1.78
C 1.216133 3.021306 -9.252932 0.31 -0.12 0.06
C -1.082744 3.781489 -8.968857 -0.24 -0.07 0.83
C 1.221190 2.797097 -4.560656 -0.77 0.25 -0.31
H 2.875818 2.082976 -7.482484 -0.09 0.05 -0.10
H 3.020560 3.517035 -6.459296 -0.17 -0.18 -0.04
H 3.296201 1.897845 -5.813826 -0.29 0.08 0.09
H -0.264937 0.821143 -5.595697 0.10 0.25 -0.04
H 1.392250 0.254696 -5.670759 0.08 0.30 0.03
H 1.384482 0.337186 -8.110718 -0.04 0.03 0.01
H -0.019885 -0.553470 -7.558110 0.09 0.13 -0.01
H -0.598268 1.059498 -9.366077 0.06 0.32 0.07
H -1.496961 1.337317 -7.885443 0.13 0.19 0.03
H 1.735668 3.972903 -9.091792 -0.09 -0.17 0.07
H 0.901794 3.001921 -10.303129 -0.22 0.05 0.29
H 1.939235 2.209789 -9.171145 -0.01 0.11 0.14
H -2.063247 3.705607 -8.482096 0.36 0.05 0.10
H -1.243311 3.496569 -10.015947 0.32 -0.15 0.26
H -0.773885 4.832047 -8.958945 0.00 -0.15 0.09
H 1.553482 3.834542 -4.436264 -0.10 -0.15 -0.10
H 1.924202 2.160790 -4.009191 0.01 0.11 -0.48
H 0.252051 2.684137 -4.059534 0.08 0.15 -0.31
```
Positions in Å, forces in eV/Å.

Results
2S+1 = 3
E_LUMO (alpha / beta) = 0.00 / -0.31 eV
E_HOMO (alpha / beta) = -8.28 / -8.28 eV
HOMO-LUMO gap (alpha / beta) = 8.281 / 7.966 eV
max |F| = 5.031 eV/A



[2]
Entry from the OMol25 dataset: a structure of composition C16H28HfN6O4 in a non-equilibrium geometry (ωB97M-V/def2-TZVPD).

The geometry in XYZ format:
```
55
Properties=species:S:1:pos:R:3:forces:R:3
Hf -0.280316 13.132483 9.989294 -0.65 -1.57 -1.21
C 2.244584 17.127708 11.217001 -0.68 1.46 -0.11
O 0.851274 17.176253 10.589471 -0.58 -2.20 -0.22
C 0.110996 16.129283 10.437509 0.52 1.05 0.69
O 0.514455 14.881227 10.393648 0.72 1.92 -0.02
N -1.208697 16.332153 10.357205 -0.06 -0.26 0.54
N -2.021609 15.176952 10.183972 0.77 0.11 -1.56
H 2.771404 16.202368 11.034110 -0.34 -0.39 0.14
H 1.981004 17.400541 12.264997 0.85 -0.32 -0.78
H 2.747625 17.928576 10.648904 -0.18 -0.25 0.68
H -1.657718 17.168211 10.745438 0.43 0.00 -0.45
H -2.431908 15.309453 9.245355 -0.19 -0.28 0.48
H -2.782534 15.229000 10.840372 -0.43 -0.16 0.49
C 3.094883 10.344914 10.922801 -0.67 -0.22 -0.15
C 2.059330 11.344164 11.303353 -0.05 -0.10 0.53
O 1.375883 12.031675 10.425349 -0.62 0.08 -0.20
N 1.835807 11.592137 12.566784 -0.42 0.65 0.36
C 0.910035 12.669354 13.096363 1.26 -0.22 1.38
C -0.585972 12.341433 13.074468 1.81 0.54 0.46
C -1.336089 12.040374 14.177923 -0.26 -1.19 -0.30
C -2.673441 11.653227 13.989829 -0.53 0.82 1.59
C -3.250236 11.627147 12.731873 0.19 -0.34 -0.78
C -2.416096 11.982797 11.680240 -0.57 -0.13 -0.19
N -1.130076 12.398586 11.877113 -1.63 -0.33 -2.53
H 2.891171 9.953998 9.941843 0.03 0.04 -0.53
H 3.178886 9.476185 11.580121 -0.27 0.31 0.31
H 4.044819 10.841065 10.931749 0.75 0.36 -0.18
H 2.507944 11.202216 13.239087 -0.56 -0.10 -0.27
H 1.202331 13.635955 12.566129 -0.56 -1.09 0.92
H 1.195284 12.677269 14.191725 -0.19 0.67 -1.29
H -0.852952 11.894016 15.125342 -0.04 0.34 0.45
H -3.294918 11.493774 14.895608 0.48 -0.29 -0.72
H -4.278444 11.269454 12.546152 0.68 0.34 0.19
H -2.771663 11.890821 10.632369 0.23 0.27 0.66
C 0.948962 12.524561 6.934177 0.19 1.54 0.59
N -0.300432 13.382064 7.200907 1.31 0.31 -1.46
C -0.519555 14.357109 6.058225 0.31 1.02 0.58
C -0.983209 13.688299 4.797254 0.24 -1.56 -0.85
C -2.190082 12.748007 4.917555 0.45 -0.56 1.43
N -2.127132 12.073640 6.316633 0.33 0.28 0.89
C -3.236062 11.147139 6.625203 1.56 -1.01 1.18
C -1.331155 12.439973 7.282815 -1.13 1.14 -0.26
O -1.439544 12.135691 8.544050 -0.45 -1.20 1.39
H 1.797667 13.224848 6.779331 -0.42 -0.67 0.37
H 0.789208 11.965466 6.048770 0.06 -0.64 -0.90
H 1.079196 11.819062 7.763070 0.29 0.20 -0.14
H 0.453005 14.851111 5.836243 -0.68 -0.25 0.36
H -1.218629 15.139911 6.404613 0.23 -0.38 -0.02
H -0.115068 13.115489 4.439860 -0.37 0.03 -0.26
H -1.210001 14.398115 4.015790 0.08 0.43 -0.12
H -2.284267 11.925650 4.159523 0.38 0.88 0.68
H -3.139318 13.279520 4.981715 -0.03 0.07 -0.25
H -2.986547 10.482848 7.481979 0.06 0.60 -0.56
H -3.327910 10.507760 5.786645 -0.55 -0.48 -0.90
H -4.109841 11.678542 6.880894 -1.13 0.69 -0.10
```
Positions in Å, forces in eV/Å.

Results
net charge = +4
E_LUMO = -12.93 eV
E_HOMO = -22.27 eV
HOMO-LUMO gap = 9.334 eV
energy relative to the best compared isomer or geometry (same formula, charge and spin) = 11.8 kcal/mol
max |F| = 3.031 eV/A



[3]
Entry from the OMol25 dataset: a cluster of 6 separate species, C29H29F15N2O12S in total in a non-equilibrium geometry (ωB97M-V/def2-TZVPD).

The geometry in XYZ format:
```
88
Properties=species:S:1:pos:R:3:forces:R:3
O 0.540628 -5.228297 1.866738 -0.05 -0.46 0.36
C 0.779405 -4.637861 0.857790 0.22 -0.05 0.03
N -0.166099 -4.423612 -0.178086 0.28 -0.05 -0.32
C 0.381744 -3.561637 -1.147634 0.81 0.03 0.13
O -0.168027 -3.062743 -2.082254 -0.31 -0.23 -0.58
C 1.799335 -3.345347 -0.752018 0.90 0.28 0.26
C 2.813124 -2.646991 -1.380463 -0.21 0.03 -0.04
C 4.051719 -2.590937 -0.746620 0.29 -0.02 -0.53
N 5.114163 -1.827687 -1.388637 -0.82 -0.16 0.73
C 4.934783 -0.628863 -1.291014 0.35 0.03 -0.25
S 4.699888 0.893906 -1.157934 -0.11 0.33 -0.24
C 4.293427 -3.212608 0.472886 -0.29 -0.26 0.14
C 3.272214 -3.930553 1.090986 -0.07 0.18 -0.20
C 2.049408 -3.978811 0.450744 -0.54 0.05 0.00
H -0.611105 -5.262038 -0.524466 -0.66 0.20 0.22
H 2.653851 -2.154630 -2.328186 0.02 0.08 -0.06
H 5.260798 -3.123764 0.939669 0.15 0.00 -0.03
H 3.398366 -4.433205 2.036986 0.14 0.01 0.10
C -3.029617 -2.769441 -1.334619 -0.58 -0.27 0.29
C -4.059131 -2.180510 -2.268963 0.50 0.30 -0.01
O -5.185362 -3.071231 -2.440575 -0.17 0.00 -0.09
C -6.114255 -3.024250 -1.499596 0.33 0.20 -0.05
O -6.123139 -2.325724 -0.530263 -0.15 -0.06 0.07
C -7.253759 -3.992278 -1.859024 -0.22 -0.36 0.04
F -6.785880 -5.170444 -2.284452 0.05 0.06 -0.02
F -8.000801 -3.467155 -2.843778 0.01 0.08 -0.04
F -8.042088 -4.218353 -0.814502 0.04 0.13 0.02
H -2.720108 -3.752588 -1.682316 0.09 0.04 -0.11
H -2.163100 -2.127385 -1.282365 0.09 0.07 -0.07
H -3.440108 -2.886822 -0.329715 -0.01 0.10 -0.01
H -3.637937 -2.047981 -3.263513 -0.14 -0.15 -0.08
H -4.404387 -1.206580 -1.924028 -0.17 -0.08 0.09
C -4.061273 0.162300 4.136022 0.09 0.22 -0.20
C -3.239128 -1.017269 3.666261 -0.30 -0.12 0.47
O -2.720000 -0.792502 2.339983 0.09 -0.06 -0.15
C -1.612043 -0.076204 2.257145 -0.21 -0.16 0.31
O -0.994228 0.405381 3.159644 0.12 0.09 -0.10
C -1.180830 0.019951 0.784705 0.07 0.17 -0.37
F -2.219738 0.284043 -0.016058 -0.02 -0.03 0.04
F -0.642107 -1.145001 0.389161 0.05 -0.01 0.09
F -0.276382 0.976425 0.606706 0.04 -0.04 0.12
H -4.851957 0.384352 3.419074 -0.06 -0.08 0.04
H -4.512948 -0.054845 5.103030 0.00 -0.04 0.00
H -3.444840 1.055579 4.234626 0.04 -0.04 0.07
H -3.858758 -1.907512 3.588322 0.03 0.00 -0.21
H -2.423775 -1.240083 4.352757 0.13 0.11 -0.11
C -6.423283 -2.153651 -5.942393 0.03 0.04 -0.27
C -7.701840 -1.442947 -5.555885 0.25 -0.32 0.42
O -8.080149 -0.474576 -6.554363 -0.10 0.14 -0.03
C -8.738583 -0.946656 -7.602185 0.11 -0.16 0.33
O -9.046316 -2.083392 -7.801571 -0.07 0.02 -0.16
C -9.107477 0.212626 -8.544192 -0.01 0.16 -0.23
F -8.078570 1.050111 -8.713999 -0.01 -0.02 0.01
F -10.130536 0.910600 -8.032479 0.00 -0.02 0.05
F -9.471165 -0.246601 -9.736551 -0.01 -0.04 0.03
H -5.629246 -1.430786 -6.134247 0.01 0.02 0.10
H -6.107577 -2.822793 -5.142067 -0.03 0.02 0.03
H -6.560269 -2.739464 -6.850929 -0.05 -0.06 0.05
H -7.557695 -0.878507 -4.636987 -0.05 0.19 -0.11
H -8.515616 -2.145925 -5.386552 -0.07 0.02 -0.18
C 8.660013 5.212529 1.972730 -0.13 -0.13 -0.24
C 9.017213 4.008031 2.815749 0.19 0.54 0.20
O 8.227711 2.863945 2.438135 -0.05 -0.16 0.08
C 8.651089 2.170473 1.394210 0.17 0.29 0.20
O 9.620655 2.386401 0.730789 -0.02 -0.12 -0.11
C 7.706200 0.979139 1.164186 -0.23 -0.22 -0.07
F 6.425456 1.354306 1.273961 0.19 -0.02 0.11
F 7.933366 0.019588 2.073099 0.04 0.06 0.06
F 7.890309 0.448320 -0.040346 0.04 0.07 -0.01
H 7.588949 5.411085 2.027482 0.02 0.05 0.10
H 9.199780 6.091610 2.322181 0.00 -0.01 0.04
H 8.909921 5.045868 0.925101 0.09 0.01 0.02
H 8.780519 4.196085 3.860400 -0.14 -0.17 0.00
H 10.079243 3.775611 2.753357 -0.04 -0.17 -0.16
C 2.516648 5.342664 2.888213 0.30 0.00 -0.05
C 2.472750 5.163375 4.389621 -0.50 0.06 -0.22
O 3.742019 4.702308 4.894889 0.10 -0.05 0.14
C 4.661529 5.631104 5.101807 -0.38 0.02 -0.09
O 4.551590 6.806078 4.915722 0.17 0.05 0.03
C 5.929023 4.975406 5.675283 0.33 -0.11 0.10
F 6.235222 3.853323 5.016283 0.01 -0.01 -0.03
F 5.750526 4.665127 6.965415 -0.09 0.01 -0.02
F 6.973173 5.798542 5.593054 -0.07 0.06 -0.06
H 2.838842 4.420356 2.404167 -0.10 -0.04 0.02
H 1.530698 5.611905 2.511880 -0.02 -0.01 0.03
H 3.220228 6.126231 2.607590 -0.06 0.06 0.04
H 1.754784 4.392650 4.660447 0.15 -0.12 0.07
H 2.180930 6.081707 4.896840 0.19 0.05 0.03
```
Positions in Å, forces in eV/Å.

Results
E_LUMO = -0.64 eV
E_HOMO = -9.79 eV
HOMO-LUMO gap = 9.151 eV
SMILES string = O=C1NC(=O)c2cc(N=C=S)ccc21.CCOC(=O)C(F)(F)F.CCOC(=O)C(F)(F)F.CCOC(=O)C(F)(F)F.CCOC(=O)C(F)(F)F.CCOC(=O)C(F)(F)F
max |F| = 1.110 eV/A